This record from OMol25 describes C6H6O5Tl as an isolated structure at a distorted geometry. The level of theory is ωB97M-V with the def2-TZVPD basis set.

Each line ends with the Löwdin charge.
Positions of all 18 atoms, in Å:
Tl  0.002  -0.011  0.035  1.07
O  -0.007  4.071  0.174  0.19
C  -0.006  2.972  0.484  0.07
C  0.005  -2.937  0.004  0.08
O  0.008  -4.052  0.337  0.19
C  2.903  0.038  0.074  0.07
O  4.048  -0.005  0.005  0.20
C  -2.901  0.028  0.075  0.07
O  -4.045  -0.020  0.005  0.20
C  -0.002  0.690  -2.868  0.11
H  -0.902  1.271  -2.848  0.11
H  0.897  1.275  -2.848  0.11
C  0.001  -0.665  -2.852  0.09
H  0.902  -1.253  -2.818  0.11
H  -0.898  -1.256  -2.818  0.11
O  0.000  -0.553  3.313  0.08
H  -0.810  -0.087  2.985  0.07
H  0.781  -0.040  2.999  0.06

Output
* HOMO energy (alpha / beta): -23.650 / -23.683 eV
* net charge: +3
* ΔE to the lowest compared entry with this formula, charge and spin: 0.0 kcal per mole
* spin multiplicity: 1
* electronic energy: -21208.908 eV
* molecular weight: 362.5 g/mol
* lowest unoccupied orbital energy (alpha / beta): -18.5195 / -18.5207 eV

=====

This record from OMol25 describes C6H6S as an isolated structure at a distorted geometry. The level of theory is ωB97M-V with the def2-TZVPD basis set.

Each line ends with the Löwdin charge.
Positions of all 13 atoms, in Å:
C  -1.207  0.995  -0.266  -0.16
C  -0.298  0.553  -1.238  0.00
C  -0.894  0.642  1.091  -0.75
C  0.582  -1.348  0.123  -0.11
C  0.888  -0.085  -0.680  -0.29
C  0.936  -0.095  0.788  -0.12
S  -1.655  0.756  2.467  0.70
H  -2.134  1.653  -0.535  0.14
H  -0.454  0.662  -2.260  0.09
H  -0.568  -1.514  0.165  0.14
H  1.393  -2.166  0.026  0.13
H  1.717  -0.181  -1.240  0.09
H  1.692  0.127  1.560  0.13

Output
* HOMO energy (alpha / beta): -8.112 / -8.112 eV
* net charge: 0
* ΔE to the lowest compared entry with this formula, charge and spin: 92.0 kcal per mole
* spin multiplicity: 1
* electronic energy: -17150.419 eV
* molecular weight: 110.2 g/mol
* lowest unoccupied orbital energy (alpha / beta): -0.5154 / -0.5157 eV

=====

Q: spin multiplicity of number 1 (C6H6O5Tl)?
A: 1

=====

Q: ΔE to the lowest compared entry with this formula, charge and spin of number 1 (C6H6O5Tl)?
A: 0.0 kcal per mole